(1)
{"formula": "C11H18OSi", "method": "ωB97M-V/def2-TZVPD", "elements": ["C", "C", "C", "Si", "C", "C", "C", "H", "H", "H", "H", "H", "H", "H", "H", "H", "H", "H", "H", "O", "C", "C", "C", "C", "C", "H", "H", "H", "H", "H", "H"], "positions_angstrom": [[0.351, -1.129, 3.648], [0.850, -0.594, 2.400], [1.264, -0.154, 1.357], [1.939, 0.486, -0.253], [0.581, 1.507, -1.125], [2.434, -0.991, -1.347], [3.447, 1.595, 0.131], [0.186, -2.203, 3.556], [-0.592, -0.651, 3.916], [1.075, -0.951, 4.445], [0.036, 2.127, -0.420], [1.000, 2.159, -1.886], [-0.132, 0.851, -1.612], [2.950, -0.665, -2.245], [3.091, -1.675, -0.820], [1.557, -1.551, -1.660], [3.988, 1.241, 1.003], [4.147, 1.615, -0.700], [3.144, 2.620, 0.329], [-1.407, -1.803, -2.361], [-1.940, -1.126, -1.514], [-1.640, -1.090, -0.078], [-2.416, -0.201, 0.539], [-3.357, 0.494, -0.387], [-3.064, -0.126, -1.754], [-0.874, -1.698, 0.363], [-2.393, 0.031, 1.589], [-3.168, 1.570, -0.376], [-4.393, 0.344, -0.075], [-2.736, 0.612, -2.487], [-3.926, -0.643, -2.176]], "mulliken_charge": [-1.393, 1.864, -1.315, 0.102, -0.943, -1.004, -1.106, 0.316, 0.310, 0.336, 0.303, 0.417, 0.170, 0.343, 0.334, 0.292, 0.332, 0.318, 0.315, -0.607, 0.228, -0.292, -0.467, -0.653, -0.501, 0.632, 0.424, 0.256, 0.354, 0.275, 0.358], "e_above_lowest_kcal_mol": 51.78, "orbital_gap_ev": 10.2, "smiles": "CC#C[Si](C)(C)C.O=C1C=CCC1", "lumo_ev": 0.789, "energy_ha": -794.64319, "spin_multiplicity": 1}

(2)
{"formula": "C2H6N2Si", "method": "ωB97M-V/def2-TZVPD", "elements": ["C", "C", "N", "N", "Si", "H", "H", "H", "H", "H", "H"], "positions_angstrom": [[1.249, -0.499, -0.059], [0.248, -1.359, 0.034], [1.044, 0.906, 0.083], [-0.318, 1.408, -0.038], [-1.227, -0.128, -0.064], [2.375, -0.691, -0.237], [0.269, -2.381, 0.049], [1.800, 1.470, -0.205], [-0.496, 2.140, 0.734], [-1.669, -0.487, -1.456], [-1.979, -0.352, 1.270]], "mulliken_charge": [-0.392, -0.394, -0.147, -0.400, 0.238, 0.233, 0.492, 0.224, 0.279, -0.068, -0.065], "e_above_lowest_kcal_mol": 37.29, "orbital_gap_ev": 8.6, "lumo_ev": 1.003, "energy_ha": -478.72586, "spin_multiplicity": 1}

(3)
{"formula": "HNO2S", "method": "ωB97M-V/def2-TZVPD", "elements": ["N", "S", "O", "O", "H"], "positions_angstrom": [[-1.237, 0.064, -1.183], [-0.250, 0.421, -0.203], [0.843, 1.102, -0.721], [0.556, -0.397, 0.977], [0.088, -1.190, 1.130]], "mulliken_charge": [-0.274, 0.727, -0.415, -0.388, 0.350], "e_above_lowest_kcal_mol": 59.53, "orbital_gap_ev": [8.5, 8.5], "smiles": "N#S(=O)O", "lumo_ev": [-2.313, -2.315], "energy_ha": -603.86558, "spin_multiplicity": 1}

(4)
{"formula": "CH11N3O3", "method": "ωB97M-V/def2-TZVPD", "elements": ["N", "C", "N", "N", "H", "H", "H", "H", "H", "O", "H", "H", "O", "H", "H", "O", "H", "H"], "positions_angstrom": [[1.422, 1.334, 2.109], [1.081, 0.107, 2.048], [1.520, -0.516, 0.820], [-0.052, -0.599, 2.595], [1.148, 1.612, 2.995], [1.173, -1.359, 0.455], [2.103, 0.020, 0.121], [-0.022, -0.265, 3.590], [0.062, -1.592, 2.581], [-2.176, -0.061, -3.176], [-2.421, -0.952, -3.564], [-1.320, 0.154, -3.510], [0.600, -3.104, -2.254], [0.385, -3.100, -1.314], [0.033, -3.756, -2.617], [-1.571, 3.234, -0.714], [-1.579, 3.978, -0.240], [-1.092, 2.524, -0.298]], "mulliken_charge": [-0.661, 0.521, -0.413, -0.499, 0.212, 0.125, 0.224, 0.257, 0.244, -0.630, 0.312, 0.317, -0.607, 0.295, 0.311, -0.617, 0.280, 0.329], "e_above_lowest_kcal_mol": 50.72, "orbital_gap_ev": 9.5, "smiles": "N=C(N)N.O.O.O", "lumo_ev": 0.281, "energy_ha": -434.63992, "spin_multiplicity": 1}

(5)
{"formula": "C5H4N2O2", "method": "ωB97M-V/def2-TZVPD", "elements": ["N", "C", "O", "C", "C", "C", "N", "C", "O", "H", "H", "H", "H"], "positions_angstrom": [[-2.217, 0.966, -0.059], [-1.429, -0.214, -0.022], [-1.943, -1.231, 0.463], [0.022, -0.236, -0.250], [0.931, -1.278, -0.213], [2.259, -0.793, 0.051], [2.317, 0.455, 0.370], [0.999, 0.998, -0.016], [0.650, 2.119, 0.128], [-1.773, 1.811, -0.026], [-3.262, 1.050, -0.162], [0.325, -2.207, -0.228], [3.119, -1.439, -0.037]], "mulliken_charge": [-0.360, 0.408, -0.555, 0.175, -0.082, -0.281, -0.517, 0.439, -0.431, 0.190, 0.225, 0.380, 0.408], "e_above_lowest_kcal_mol": 50.89, "orbital_gap_ev": 8.3, "smiles": "NC(=O)C1=CC=NC1=O", "lumo_ev": -1.804, "energy_ha": -452.85716, "spin_multiplicity": 1}

(6)
{"formula": "C4H8O2", "method": "ωB97M-V/def2-TZVPD", "elements": ["C", "C", "C", "O", "O", "C", "H", "H", "H", "H", "H", "H", "H", "H"], "positions_angstrom": [[-2.243, -0.220, 0.028], [-1.021, 0.590, 0.445], [0.237, 0.056, -0.199], [0.296, -0.428, -1.305], [1.311, 0.204, 0.595], [2.546, -0.214, 0.014], [-3.167, 0.244, 0.385], [-2.281, -0.293, -1.061], [-2.191, -1.235, 0.433], [-1.127, 1.631, 0.114], [-0.890, 0.619, 1.530], [3.297, -0.099, 0.795], [2.484, -1.253, -0.316], [2.790, 0.417, -0.845]], "mulliken_charge": [-1.076, -0.177, 0.543, -0.568, -0.316, -0.620, 0.339, 0.282, 0.302, 0.233, 0.267, 0.225, 0.284, 0.282], "e_above_lowest_kcal_mol": 8.27, "orbital_gap_ev": 11.4, "smiles": "CCC(=O)OC", "lumo_ev": 0.966, "energy_ha": -307.69925, "spin_multiplicity": 1}

(7)
{"formula": "C4H6N2S", "method": "ωB97M-V/def2-TZVPD", "elements": ["H", "N", "C", "C", "N", "C", "C", "S", "H", "H", "H", "H", "H"], "positions_angstrom": [[1.587, 1.832, 0.905], [0.776, 1.202, 0.867], [0.701, 0.195, 0.045], [1.720, -0.411, -0.809], [-0.476, -0.535, 0.202], [-1.562, 0.139, 0.872], [-2.627, 0.127, 0.164], [-4.009, -0.281, -0.406], [2.074, 0.271, -1.586], [2.539, -0.728, -0.219], [1.399, -1.442, -1.302], [-0.833, -1.106, -0.500], [-1.290, 0.737, 1.767]], "mulliken_charge": [0.198, -0.679, 0.626, -0.953, -0.282, -0.076, 0.106, -0.336, 0.288, 0.282, 0.256, 0.246, 0.324], "e_above_lowest_kcal_mol": 62.15, "orbital_gap_ev": 7.9, "smiles": "[H]/N=C(\\C)NC=C=S", "lumo_ev": -0.086, "energy_ha": -663.62949, "spin_multiplicity": 1}

(8)
{"formula": "C6H15N", "method": "ωB97M-V/def2-TZVPD", "elements": ["C", "C", "C", "N", "C", "C", "C", "H", "H", "H", "H", "H", "H", "H", "H", "H", "H", "H", "H", "H", "H", "H"], "positions_angstrom": [[1.894, -0.696, -1.437], [1.815, -0.639, 0.081], [0.407, -1.410, 0.646], [-0.770, -0.808, 0.109], [-0.833, 0.638, 0.214], [-1.184, 1.064, 1.637], [-1.831, 1.190, -0.794], [1.804, -1.725, -1.791], [2.845, -0.302, -1.794], [1.095, -0.117, -1.897], [2.620, -1.231, 0.518], [2.007, 0.369, 0.451], [0.429, -2.462, 0.363], [0.421, -1.296, 1.729], [-0.881, -1.084, -0.861], [0.229, 1.003, -0.003], [-0.419, 0.746, 2.343], [-2.133, 0.625, 1.934], [-1.266, 2.146, 1.689], [-1.552, 0.921, -1.812], [-1.874, 2.275, -0.727], [-2.824, 0.795, -0.596]], "mulliken_charge": [-1.028, -0.529, -0.761, -0.431, 0.953, -1.496, -1.570, 0.288, 0.361, 0.221, 0.406, 0.346, 0.461, 0.274, 0.307, -0.044, 0.344, 0.343, 0.404, 0.371, 0.405, 0.374], "e_above_lowest_kcal_mol": 17.59, "orbital_gap_ev": 9.6, "smiles": "CCCNC(C)C", "lumo_ev": 1.140, "energy_ha": -292.34100, "spin_multiplicity": 1}